Entry from the Open Molecules 2025 dataset: 2 unconnected molecules or ions with the total composition C2H5F2NOS in a non-equilibrium geometry (ωB97M-V/def2-TZVPD).

Summary:
ΔE to the lowest compared entry with this formula, charge and spin   66.1 kJ/mol
Orbital gap   10.4185 eV
2S+1   1
LUMO   -0.908 eV
Charge   0
Total energy   -807.0678 hartree
E_HOMO   -11.326 eV

XYZ file:
```
12
C2H5F2NOS | the Open Molecules 2025 dataset | ωB97M-V/def2-TZVPD
S -1.227 2.835 -1.194
F 0.962 -1.557 2.062
H 1.002 -0.118 -0.821
N -2.396 2.421 -0.260
C 1.344 -1.608 0.778
H 2.380 -1.451 0.760
H -2.915 1.618 -0.499
H -0.528 -0.920 -0.080
O -0.832 1.833 -2.131
C 0.479 -0.486 0.119
F 1.120 -2.854 0.443
H 0.613 0.287 0.823
```